DFT (the ωB97M-V functional and the def2-TZVPD basis) results for a 9-piece molecular cluster, C61H136N7O8 overall at a distorted geometry.

Last columns: bonded neighbours and bond lengths (Å).
Geometry (Å):
1 C -23.731 8.519 20.081  C2 1.545, H11 1.090, H12 1.090, H13 1.090
2 C -24.503 7.907 18.889  C1 1.545, C3 1.556, H14 1.090, H15 1.090
3 C -24.201 6.402 18.633  C2 1.556, N4 1.574, H16 1.090, H17 1.090
4 N -25.035 5.694 17.501  C3 1.574, C5 1.615, C9 1.527, C10 1.577
5 C -24.304 4.281 17.215  N4 1.615, C6 1.579, H18 1.090, H19 1.090
6 C -25.222 3.259 16.438  C5 1.579, C7 1.542, H20 1.090, H21 1.090
7 C -26.556 3.126 17.199  C6 1.542, C8 1.541, H22 1.090, H23 1.090
8 C -27.283 4.483 17.253  C7 1.541, C9 1.544, H24 1.090, H25 1.090
9 C -26.429 5.468 18.080  N4 1.527, C8 1.544, H26 1.090, H27 1.090
10 C -25.007 6.543 16.172  N4 1.577, H28 1.090, H29 1.090, H30 1.090
11 H -24.039 8.151 21.060  C1 1.090
12 H -23.826 9.605 20.095  C1 1.090
13 H -22.659 8.331 20.029  C1 1.090
14 H -24.241 8.488 18.005  C2 1.090
15 H -25.554 8.089 19.110  C2 1.090
16 H -24.272 5.945 19.620  C3 1.090
17 H -23.164 6.390 18.299  C3 1.090
18 H -24.028 3.899 18.198  C5 1.090
19 H -23.353 4.495 16.729  C5 1.090
20 H -24.751 2.276 16.439  C6 1.090
21 H -25.297 3.535 15.386  C6 1.090
22 H -26.406 2.788 18.225  C7 1.090
23 H -27.247 2.443 16.705  C7 1.090
24 H -28.277 4.385 17.689  C8 1.090
25 H -27.455 5.003 16.310  C8 1.090
26 H -26.260 5.216 19.127  C9 1.090
27 H -26.924 6.433 18.192  C9 1.090
28 H -25.649 7.398 16.385  C10 1.090
29 H -25.479 5.883 15.444  C10 1.090
30 H -24.002 6.789 15.829  C10 1.090
31 C -19.091 1.175 8.446  C32 1.510, H41 1.090, H42 1.090, H43 1.090
32 C -20.457 1.407 9.046  C31 1.510, C33 1.600, H44 1.090, H45 1.090
33 C -20.496 1.895 10.570  C32 1.600, N34 1.529, H46 1.090, H47 1.090
34 N -21.905 2.062 11.140  C33 1.529, C35 1.616, C39 1.612, C40 1.489
35 C -21.676 2.524 12.672  N34 1.616, C36 1.555, H48 1.090, H49 1.090
36 C -22.933 3.223 13.263  C35 1.555, C37 1.550, H50 1.090, H51 1.090
37 C -23.546 4.331 12.369  C36 1.550, C38 1.557, H52 1.090, H53 1.090
38 C -23.987 3.788 10.977  C37 1.557, C39 1.545, H54 1.090, H55 1.090
39 C -22.780 3.112 10.287  N34 1.612, C38 1.545, H56 1.090, H57 1.090
40 C -22.723 0.818 11.177  N34 1.489, H58 1.090, H59 1.090, H60 1.090
41 H -18.548 2.042 8.070  C31 1.090
42 H -19.242 0.512 7.594  C31 1.090
43 H -18.444 0.628 9.131  C31 1.090
44 H -21.075 0.547 8.788  C32 1.090
45 H -20.995 2.157 8.465  C32 1.090
46 H -20.011 2.852 10.762  C33 1.090
47 H -19.942 1.187 11.186  C33 1.090
48 H -20.922 3.309 12.631  C35 1.090
49 H -21.192 1.765 13.288  C35 1.090
50 H -22.501 3.566 14.203  C36 1.090
51 H -23.699 2.466 13.433  C36 1.090
52 H -22.845 5.165 12.382  C37 1.090
53 H -24.455 4.670 12.864  C37 1.090
54 H -24.284 4.644 10.372  C38 1.090
55 H -24.826 3.141 11.231  C38 1.090
56 H -22.067 3.862 9.944  C39 1.090
57 H -23.045 2.625 9.349  C39 1.090
58 H -23.592 1.105 11.770  C40 1.090
59 H -22.136 0.036 11.658  C40 1.090
60 H -23.029 0.481 10.187  C40 1.090
61 C -18.011 8.361 15.370  C62 1.541, H71 1.090, H72 1.090, H73 1.090
62 C -17.646 7.897 13.947  C61 1.541, C63 1.560, H74 1.090, H75 1.090
63 C -18.529 8.663 12.913  C62 1.560, N64 1.542, H76 1.090, H77 1.090
64 N -18.422 8.260 11.428  C63 1.542, C65 1.604, C69 1.574, C70 1.541
65 C -16.908 8.009 10.961  N64 1.604, C66 1.568, H78 1.090, H79 1.090
66 C -16.695 7.293 9.583  C65 1.568, C67 1.566, H80 1.090, H81 1.090
67 C -17.676 6.077 9.482  C66 1.566, C68 1.475, H82 1.090, H83 1.090
68 C -19.111 6.310 9.728  C67 1.475, C69 1.564, H84 1.090, H85 1.090
69 C -19.248 6.950 11.148  N64 1.574, C68 1.564, H86 1.090, H87 1.090
70 C -19.002 9.327 10.480  N64 1.541, H88 1.090, H89 1.090, H90 1.090
71 H -19.078 8.327 15.590  C61 1.090
72 H -17.686 9.379 15.584  C61 1.090
73 H -17.491 7.724 16.085  C61 1.090
74 H -17.721 6.810 13.962  C62 1.090
75 H -16.634 8.262 13.771  C62 1.090
76 H -18.233 9.709 12.835  C63 1.090
77 H -19.522 8.343 13.228  C63 1.090
78 H -16.542 7.371 11.765  C65 1.090
79 H -16.331 8.928 11.067  C65 1.090
80 H -15.678 7.035 9.290  C66 1.090
81 H -16.982 8.033 8.836  C66 1.090
82 H -17.370 5.215 10.075  C67 1.090
83 H -17.659 5.712 8.455  C67 1.090
84 H -19.696 5.393 9.803  C68 1.090
85 H -19.550 6.934 8.949  C68 1.090
86 H -18.969 6.184 11.872  C69 1.090
87 H -20.297 7.155 11.361  C69 1.090
88 H -18.667 8.994 9.497  C70 1.090
89 H -18.595 10.314 10.694  C70 1.090
90 H -20.092 9.301 10.477  C70 1.090
91 C -21.984 10.906 17.678  C92 1.524, H101 1.090, H102 1.090, H103 1.090
92 C -21.813 10.275 16.302  C91 1.524, C93 1.558, H104 1.090, H105 1.090
93 C -22.740 10.959 15.253  C92 1.558, N94 1.559, H106 1.090, H107 1.090
94 N -22.633 10.524 13.760  C93 1.559, C95 1.510, C99 1.589, C100 1.556
95 C -23.658 11.224 12.899  N94 1.510, C96 1.584, H108 1.090, H109 1.090
96 C -23.472 12.790 12.747  C95 1.584, C97 1.499, H110 1.090, H111 1.090
97 C -22.106 13.198 12.283  C96 1.499, C98 1.485, H112 1.090, H113 1.090
98 C -21.083 12.422 13.027  C97 1.485, C99 1.584, H114 1.090, H115 1.090
99 C -21.201 10.848 13.151  N94 1.589, C98 1.584, H116 1.090, H117 1.090
100 C -22.945 9.008 13.601  N94 1.556, H118 1.090, H119 1.090, H120 1.090
101 H -21.549 10.129 18.307  C91 1.090
102 H -23.019 10.833 18.012  C91 1.090
103 H -21.377 11.804 17.793  C91 1.090
104 H -22.056 9.216 16.211  C92 1.090
105 H -20.754 10.366 16.059  C92 1.090
106 H -22.574 12.034 15.171  C93 1.090
107 H -23.802 10.801 15.441  C93 1.090
108 H -24.616 10.993 13.364  C95 1.090
109 H -23.696 10.756 11.916  C95 1.090
110 H -23.663 13.364 13.653  C96 1.090
111 H -24.291 13.130 12.114  C96 1.090
112 H -21.958 14.267 12.434  C97 1.090
113 H -22.221 13.122 11.201  C97 1.090
114 H -20.974 12.799 14.044  C98 1.090
115 H -20.199 12.669 12.439  C98 1.090
116 H -20.526 10.376 13.865  C99 1.090
117 H -21.112 10.403 12.159  C99 1.090
118 H -23.799 8.791 14.242  C100 1.090
119 H -22.108 8.457 14.030  C100 1.090
120 H -23.065 8.688 12.566  C100 1.090
121 C -15.125 -1.208 14.248  C122 1.563, H131 1.090, H132 1.090, H133 1.090
122 C -15.132 -0.147 15.397  C121 1.563, C123 1.520, H134 1.090, H135 1.090
123 C -15.016 1.261 14.835  C122 1.520, N124 1.581, H136 1.090, H137 1.090
124 N -14.934 2.473 15.847  C123 1.581, C125 1.575, C129 1.569, C130 1.520
125 C -14.722 3.817 15.055  N124 1.575, C126 1.521, H138 1.090, H139 1.090
126 C -15.054 5.010 15.939  C125 1.521, C127 1.545, H140 1.090, H141 1.090
127 C -16.384 4.941 16.722  C126 1.545, C128 1.493, H142 1.090, H143 1.090
128 C -16.446 3.726 17.587  C127 1.493, C129 1.519, H144 1.090, H145 1.090
129 C -16.248 2.506 16.704  N124 1.569, C128 1.519, H146 1.090, H147 1.090
130 C -13.772 2.390 16.824  N124 1.520, H148 1.090, H149 1.090, H150 1.090
131 H -15.915 -1.104 13.505  C121 1.090
132 H -15.290 -2.147 14.776  C121 1.090
133 H -14.181 -1.189 13.703  C121 1.090
134 H -14.326 -0.377 16.094  C122 1.090
135 H -16.075 -0.085 15.940  C122 1.090
136 H -15.825 1.522 14.151  C123 1.090
137 H -14.088 1.319 14.267  C123 1.090
138 H -15.347 3.816 14.162  C125 1.090
139 H -13.692 3.867 14.701  C125 1.090
140 H -15.002 5.916 15.335  C126 1.090
141 H -14.231 5.253 16.612  C126 1.090
142 H -17.231 5.047 16.044  C127 1.090
143 H -16.590 5.883 17.229  C127 1.090
144 H -17.360 3.707 18.180  C128 1.090
145 H -15.734 3.797 18.410  C128 1.090
146 H -17.003 2.539 15.918  C129 1.090
147 H -16.367 1.587 17.278  C129 1.090
148 H -13.868 1.465 17.392  C130 1.090
149 H -13.700 3.254 17.484  C130 1.090
150 H -12.825 2.220 16.312  C130 1.090
151 C -15.201 7.396 20.275  C152 1.515, H160 1.090, H161 1.090, H162 1.090
152 C -16.536 6.692 20.409  C151 1.515, C153 1.521, H163 1.090, H164 1.090
153 C -17.585 7.462 19.621  C152 1.521, N154 1.547, H165 1.090, H166 1.090
154 N -19.015 6.877 19.702  C153 1.547, C155 1.553, C156 1.563, C159 1.565
155 C -19.784 7.683 18.621  N154 1.553, H167 1.090, H168 1.090, H169 1.090
156 C -19.630 7.084 21.125  N154 1.563, C157 1.592, H170 1.090, H171 1.090
157 C -20.379 5.722 21.466  C156 1.592, C158 1.569, H172 1.090, H173 1.090
158 C -20.424 4.913 20.123  C157 1.569, C159 1.550, H174 1.090, H175 1.090
159 C -19.092 5.334 19.452  N154 1.565, C158 1.550, H176 1.090, H177 1.090
160 H -14.791 7.150 19.295  C151 1.090
161 H -14.371 7.108 20.920  C151 1.090
162 H -15.202 8.486 20.260  C151 1.090
163 H -16.817 6.616 21.459  C152 1.090
164 H -16.542 5.717 19.922  C152 1.090
165 H -17.334 7.377 18.564  C153 1.090
166 H -17.620 8.534 19.813  C153 1.090
167 H -20.871 7.607 18.645  C155 1.090
168 H -19.451 7.449 17.610  C155 1.090
169 H -19.518 8.710 18.875  C155 1.090
170 H -20.261 7.972 21.143  C156 1.090
171 H -18.822 7.146 21.854  C156 1.090
172 H -21.326 5.866 21.988  C157 1.090
173 H -19.662 5.304 22.173  C157 1.090
174 H -21.292 5.331 19.613  C158 1.090
175 H -20.616 3.847 20.247  C158 1.090
176 H -18.995 5.239 18.370  C159 1.090
177 H -18.274 4.816 19.953  C159 1.090
178 C -22.360 1.720 18.774  O179 1.423, H189 1.090, H190 1.090, H191 1.090
179 O -21.004 1.383 18.502  C178 1.423, C180 1.396
180 C -20.218 2.150 17.641  O179 1.396, C181 1.562, H192 1.090, H193 1.090
181 C -20.597 1.836 16.159  C180 1.562, N182 1.522, H194 1.090, H195 1.090
182 N -20.535 0.320 16.043  C181 1.522, H183 1.010, H184 1.010, C185 1.510
183 H -20.660 -0.032 16.981  N182 1.010
184 H -21.366 -0.042 15.596  N182 1.010
185 C -19.368 -0.283 15.300  N182 1.510, C186 1.528, H196 1.090, H197 1.090
186 C -19.438 -1.786 15.563  C185 1.528, O187 1.442, H198 1.090, H199 1.090
187 O -19.669 -2.096 16.952  C186 1.442, C188 1.379
188 C -19.172 -3.326 17.328  O187 1.379, H200 1.090, H201 1.090, H202 1.090
189 H -22.908 0.963 19.334  C178 1.090
190 H -22.897 1.832 17.832  C178 1.090
191 H -22.611 2.589 19.383  C178 1.090
192 H -19.149 1.944 17.692  C180 1.090
193 H -20.286 3.228 17.789  C180 1.090
194 H -19.999 2.301 15.375  C181 1.090
195 H -21.668 2.000 16.049  C181 1.090
196 H -18.566 0.331 15.709  C185 1.090
197 H -19.522 0.063 14.278  C185 1.090
198 H -18.482 -2.174 15.212  C186 1.090
199 H -20.194 -2.249 14.929  C186 1.090
200 H -18.125 -3.472 17.065  C188 1.090
201 H -19.810 -4.080 16.868  C188 1.090
202 H -19.172 -3.400 18.416  C188 1.090
203 O -20.493 6.026 14.013  C204 1.327, H207 0.960
204 C -20.613 5.713 15.297  O203 1.327, O205 1.281, O206 1.269
205 O -19.745 4.840 15.649  C204 1.281
206 O -21.443 6.293 16.062  C204 1.269
207 H -19.678 5.527 14.114  O203 0.960
208 O -17.830 4.225 13.477  C209 1.288, H212 0.960
209 C -17.908 3.055 12.945  O208 1.288, O210 1.207, O211 1.265
210 O -17.661 2.988 11.765  C209 1.207
211 O -18.362 2.103 13.644  C209 1.265
212 H -18.506 3.961 14.105  O208 0.960

Results
LUMO (Ha): -0.5037
Charge: +5
Multiplicity: 1
Gap between HOMO and LUMO (eV): 3.842
HOMO level (eV): -17.55